No. 1
Below is the ion C10H16N2O2P with charge +1 in a non-equilibrium geometry, with properties calculated with ωB97M-V with the def2-TZVPD basis set.

```
! RIJCOSX wB97M-V def2-TZVPD def2/J DEFGRID3
* xyz 1 1
C 3.791 0.984 1.599
C 3.963 -0.074 0.519
O 4.718 0.107 -0.398
O 3.206 -1.251 0.591
C 1.827 -0.928 0.455
C 1.092 -1.953 -0.432
C -0.332 -2.284 0.042
C -1.355 -1.209 -0.198
C -2.685 -1.557 -0.250
C -3.649 -0.620 -0.473
C -3.281 0.722 -0.642
C -1.976 1.037 -0.603
P -1.418 2.796 -0.867
N -2.445 3.871 -0.385
N -1.059 0.071 -0.370
H 2.754 1.039 1.950
H 4.411 0.783 2.474
H 4.015 1.966 1.186
H 1.772 0.049 -0.057
H 1.301 -0.856 1.418
H 1.670 -2.882 -0.411
H 1.092 -1.638 -1.480
H -0.345 -2.635 1.079
H -0.664 -3.145 -0.547
H -2.998 -2.583 -0.103
H -4.705 -0.856 -0.534
H -4.032 1.485 -0.801
H -1.145 2.855 -2.257
H -0.176 2.930 -0.188
H -3.259 3.405 0.006
H -0.089 0.371 -0.324
*
```

Kohn-Sham gap   7.77 eV
Energy above the lowest of the compared OMol25 structures with the same formula, charge and spin   124.4 kJ/mol
Total energy   -26985.17504 eV
Lowest unoccupied orbital energy   -4.8414 eV

Population analysis type natural (NBO), resulting atomic charges in e: atom 1 (C): -0.74, atom 2 (C): 0.79, atom 3 (O): -0.50, atom 4 (O): -0.53, atom 5 (C): -0.07, atom 6 (C): -0.44, atom 7 (C): -0.46, atom 8 (C): 0.31, atom 9 (C): -0.22, atom 10 (C): -0.06, atom 11 (C): -0.22, atom 12 (C): -0.06, atom 13 (P): 1.30, atom 14 (N): -1.23, atom 15 (N): -0.44, atom 16 (H): 0.21, atom 17 (H): 0.27, atom 18 (H): 0.25, atom 19 (H): 0.15, atom 20 (H): 0.18, atom 21 (H): 0.27, atom 22 (H): 0.22, atom 23 (H): 0.26, atom 24 (H): 0.26, atom 25 (H): 0.26, atom 26 (H): 0.26, atom 27 (H): 0.27, atom 28 (H): -0.03, atom 29 (H): -0.05, atom 30 (H): 0.37, atom 31 (H): 0.44



No. 2
Below is the ion C10H16N3O2 with charge +1 in a non-equilibrium geometry, with properties calculated with ωB97M-V with the def2-TZVPD basis set.

```
! RIJCOSX wB97M-V def2-TZVPD def2/J DEFGRID3
* xyz 1 1
C 1.965 -1.700 -0.338
C 1.102 -1.077 -1.325
C 2.906 -1.010 0.293
C 0.870 0.219 -1.325
C -1.777 0.363 -0.046
C 2.799 0.514 0.301
C 1.414 1.016 -0.107
C -1.308 -1.935 1.042
C -3.020 -1.726 -0.656
C -1.384 2.533 0.510
N -1.946 -1.099 0.157
N -0.888 1.130 0.629
N 0.444 0.741 0.955
O -2.639 0.841 -0.725
O -0.242 -1.537 1.510
H 2.070 -2.737 -0.385
H 0.634 -1.515 -2.221
H 3.699 -1.572 0.814
H 0.309 0.585 -2.210
H 3.160 0.720 1.351
H 3.668 0.761 -0.247
H 1.637 2.120 -0.166
H -1.909 -2.919 1.165
H -3.050 -2.758 -0.614
H -4.055 -1.496 -0.537
H -2.865 -1.594 -1.639
H -2.275 2.759 1.240
H -0.451 3.077 0.829
H -1.660 2.898 -0.431
H 0.668 1.161 1.849
H 0.413 -0.337 1.164
*
```

Kohn-Sham gap   9.73 eV
Energy above the lowest of the compared OMol25 structures with the same formula, charge and spin   160.8 kJ/mol
Total energy   -19184.68635 eV
Lowest unoccupied orbital energy   -2.8874 eV

Population analysis type natural (NBO), resulting atomic charges in e: atom 1 (C): -0.29, atom 2 (C): -0.18, atom 3 (C): -0.12, atom 4 (C): -0.27, atom 5 (C): 0.81, atom 6 (C): -0.49, atom 7 (C): -0.11, atom 8 (C): 0.59, atom 9 (C): -0.42, atom 10 (C): -0.41, atom 11 (N): -0.47, atom 12 (N): -0.31, atom 13 (N): -0.38, atom 14 (O): -0.55, atom 15 (O): -0.63, atom 16 (H): 0.23, atom 17 (H): 0.25, atom 18 (H): 0.24, atom 19 (H): 0.25, atom 20 (H): 0.25, atom 21 (H): 0.27, atom 22 (H): 0.25, atom 23 (H): 0.20, atom 24 (H): 0.21, atom 25 (H): 0.23, atom 26 (H): 0.22, atom 27 (H): 0.25, atom 28 (H): 0.20, atom 29 (H): 0.25, atom 30 (H): 0.43, atom 31 (H): 0.49



No. 3
Below is a structure of composition C10H16N3O6OsP2S2 in a non-equilibrium geometry, with properties calculated with ωB97M-V with the def2-TZVPD basis set.

```
! RIJCOSX wB97M-V def2-TZVPD def2/J DEFGRID3
* xyz 3 5
Os -0.070 -0.095 0.700
N -0.878 2.643 -2.608
C -1.218 1.226 -2.301
C -2.113 0.623 -3.354
P 0.395 0.309 -2.066
O 0.972 0.415 -3.519
O 0.181 -1.084 -1.545
O 1.163 1.120 -1.042
P -1.947 1.144 -0.603
O -3.292 1.905 -0.793
O -2.023 -0.295 -0.123
O -0.956 1.818 0.345
H -0.301 2.692 -3.464
H -0.327 3.034 -1.825
H -1.725 3.218 -2.744
H -1.632 0.636 -4.333
H -3.067 1.145 -3.422
H -2.324 -0.415 -3.100
H 1.657 -0.205 -3.777
H -3.983 1.898 -0.126
C 2.387 2.435 1.552
C 2.286 1.209 2.330
N 1.501 0.188 2.065
C 1.688 -0.868 2.950
C 2.624 -0.601 3.936
S 3.287 0.939 3.755
C 0.960 -2.057 2.640
C 0.945 -3.307 3.240
S -0.008 -4.390 2.366
C -0.394 -3.132 1.197
N 0.178 -1.985 1.500
C -1.245 -3.381 0.046
H 1.809 2.346 0.635
H 3.432 2.645 1.310
H 2.048 3.303 2.124
H 2.934 -1.257 4.730
H 1.451 -3.589 4.146
H -1.598 -4.409 0.009
H -0.701 -3.131 -0.873
H -2.097 -2.692 0.043
*
```

Kohn-Sham gap (alpha / beta)   6.47 / 4.26 eV
Total energy   -70076.37829 eV
Expectation value of S²   6.022
Lowest unoccupied orbital energy (alpha / beta)   -11.2709 / -13.4277 eV

Population analysis type natural (NBO), resulting atomic charges in e: atom 1 (Os): 1.96, atom 2 (N): -0.69, atom 3 (C): -0.60, atom 4 (C): -0.66, atom 5 (P): 2.36, atom 6 (O): -0.97, atom 7 (O): -1.03, atom 8 (O): -1.06, atom 9 (P): 2.35, atom 10 (O): -0.96, atom 11 (O): -0.98, atom 12 (O): -1.00, atom 13 (H): 0.47, atom 14 (H): 0.47, atom 15 (H): 0.47, atom 16 (H): 0.27, atom 17 (H): 0.26, atom 18 (H): 0.27, atom 19 (H): 0.56, atom 20 (H): 0.57, atom 21 (C): -0.71, atom 22 (C): 0.18, atom 23 (N): -0.55, atom 24 (C): 0.08, atom 25 (C): -0.37, atom 26 (S): 0.68, atom 27 (C): 0.09, atom 28 (C): -0.37, atom 29 (S): 0.69, atom 30 (C): 0.18, atom 31 (N): -0.55, atom 32 (C): -0.71, atom 33 (H): 0.25, atom 34 (H): 0.29, atom 35 (H): 0.29, atom 36 (H): 0.30, atom 37 (H): 0.30, atom 38 (H): 0.29, atom 39 (H): 0.29, atom 40 (H): 0.27



No. 4
Below is an isolated molecule of C10H16N4O4 in a non-equilibrium geometry, with properties calculated with ωB97M-V with the def2-TZVPD basis set.

```
! RIJCOSX wB97M-V def2-TZVPD def2/J DEFGRID3
* xyz 0 1
C -0.387 -0.547 2.819
C 0.347 -0.709 1.528
C -1.196 0.588 2.839
C -1.766 1.230 4.166
C 0.448 -0.455 -1.012
C 2.072 -0.240 -0.880
C -0.024 0.689 -2.030
C 0.127 -0.039 -3.356
C 0.779 0.249 -4.711
C -0.898 -1.209 -4.977
H 1.372 -1.331 3.849
H 0.486 0.115 4.746
H -0.800 -1.655 2.805
H -2.109 0.341 2.124
H 0.314 1.950 2.633
H -2.325 0.427 4.635
H -1.043 1.711 4.772
H -2.449 2.087 3.938
H -0.126 1.054 0.513
H -0.021 -1.352 -1.193
H -1.197 0.850 -2.043
H 0.347 1.661 -1.928
H 1.786 0.769 -4.694
H -1.754 -1.817 -5.547
H 0.446 -0.967 -6.555
H 1.982 -1.293 0.516
N 0.770 -0.278 3.763
N -0.065 0.031 0.370
N -0.917 -0.945 -3.621
N 0.232 -0.602 -5.655
O 0.746 -1.854 1.428
O -0.578 1.814 2.344
O 2.622 0.609 -1.568
O 2.781 -0.879 -0.017
*
```

Kohn-Sham gap   8.50 eV
Energy above the lowest of the compared OMol25 structures with the same formula, charge and spin   633.1 kJ/mol
Total energy   -24775.08918 eV
Lowest unoccupied orbital energy   0.3734 eV

Population analysis type natural (NBO), resulting atomic charges in e: atom 1 (C): -0.19, atom 2 (C): 0.70, atom 3 (C): 0.08, atom 4 (C): -0.62, atom 5 (C): -0.13, atom 6 (C): 0.77, atom 7 (C): -0.44, atom 8 (C): 0.09, atom 9 (C): -0.09, atom 10 (C): 0.13, atom 11 (H): 0.40, atom 12 (H): 0.39, atom 13 (H): 0.25, atom 14 (H): 0.21, atom 15 (H): 0.49, atom 16 (H): 0.20, atom 17 (H): 0.21, atom 18 (H): 0.23, atom 19 (H): 0.43, atom 20 (H): 0.24, atom 21 (H): 0.23, atom 22 (H): 0.25, atom 23 (H): 0.24, atom 24 (H): 0.22, atom 25 (H): 0.43, atom 26 (H): 0.50, atom 27 (N): -0.90, atom 28 (N): -0.63, atom 29 (N): -0.49, atom 30 (N): -0.55, atom 31 (O): -0.64, atom 32 (O): -0.75, atom 33 (O): -0.61, atom 34 (O): -0.65



No. 5
Below is an isolated molecule of C10H16N6O4 in a non-equilibrium geometry, with properties calculated with ωB97M-V with the def2-TZVPD basis set.

```
! RIJCOSX wB97M-V def2-TZVPD def2/J DEFGRID3
* xyz 0 1
O 1.044 -1.509 4.115
O -2.233 0.195 -1.943
N 0.814 2.640 -1.448
N -0.755 1.098 0.849
O 1.245 -1.506 1.899
O 2.927 0.653 1.964
C 0.556 -1.512 3.050
C -1.302 0.834 -1.561
C -0.259 2.843 -2.139
C 0.257 1.798 1.288
N -0.557 4.017 -2.794
N -1.234 1.920 -2.352
N -1.802 -1.546 1.865
N 1.335 1.688 0.500
C 2.607 1.785 1.069
C -1.013 -1.402 3.118
C 2.676 -1.681 1.970
C 3.318 -0.465 1.156
C -0.326 0.507 -0.466
C 0.978 1.284 -0.839
H 0.320 2.301 2.213
H -0.100 4.852 -2.481
H -1.197 3.966 -3.619
H -2.141 2.218 -2.744
H -1.579 -0.792 1.208
H -2.812 -1.668 2.050
H 3.378 1.932 0.260
H 2.584 2.815 1.489
H -1.222 -0.537 3.764
H -1.240 -2.269 3.786
H 3.153 -1.836 3.049
H 2.790 -2.654 1.452
H 2.747 -0.446 0.196
H 4.417 -0.629 1.090
H -0.178 -0.575 -0.580
H 1.854 0.728 -1.383
*
```

Kohn-Sham gap   9.28 eV
Energy above the lowest of the compared OMol25 structures with the same formula, charge and spin   0.0 kJ/mol
Total energy   -27757.52846 eV
Lowest unoccupied orbital energy   0.5801 eV

Population analysis type natural (NBO), resulting atomic charges in e: atom 1 (O): -0.60, atom 2 (O): -0.57, atom 3 (N): -0.57, atom 4 (N): -0.51, atom 5 (O): -0.53, atom 6 (O): -0.54, atom 7 (C): 0.80, atom 8 (C): 0.68, atom 9 (C): 0.59, atom 10 (C): 0.31, atom 11 (N): -0.84, atom 12 (N): -0.64, atom 13 (N): -0.86, atom 14 (N): -0.46, atom 15 (C): 0.08, atom 16 (C): -0.31, atom 17 (C): -0.10, atom 18 (C): -0.10, atom 19 (C): -0.20, atom 20 (C): 0.09, atom 21 (H): 0.21, atom 22 (H): 0.41, atom 23 (H): 0.40, atom 24 (H): 0.42, atom 25 (H): 0.39, atom 26 (H): 0.37, atom 27 (H): 0.19, atom 28 (H): 0.21, atom 29 (H): 0.20, atom 30 (H): 0.22, atom 31 (H): 0.23, atom 32 (H): 0.19, atom 33 (H): 0.18, atom 34 (H): 0.19, atom 35 (H): 0.25, atom 36 (H): 0.22



No. 6
Below is a cluster of 2 separate species, C10H16NSi in total in a non-equilibrium geometry, with properties calculated with ωB97M-V with the def2-TZVPD basis set.

```
! RIJCOSX wB97M-V def2-TZVPD def2/J DEFGRID3
* xyz 1 1
C 3.998 -1.080 -0.060
C 2.912 -1.710 -0.652
C 3.885 0.222 0.374
C 1.655 -1.190 -0.501
C 2.671 0.756 0.578
C 1.471 0.032 0.178
C -1.437 -0.569 -1.354
C 0.333 0.752 0.042
C -3.757 -1.098 -0.712
C -2.220 -0.228 0.983
N -2.564 -0.192 -0.479
Si 0.018 2.554 0.590
H 4.976 -1.543 -0.118
H 3.259 -2.688 -1.132
H 4.690 0.776 0.676
H 0.748 -1.747 -0.705
H 2.604 1.682 1.024
H -1.341 0.239 -2.135
H -3.479 -2.087 -0.447
H -4.443 -0.737 -0.020
H -3.954 -0.930 -1.749
H -1.762 -1.203 1.128
H -1.524 0.471 1.131
H -3.158 -0.018 1.487
H -2.847 0.799 -0.652
H -0.121 3.392 -0.540
H 0.628 3.185 1.617
H -1.242 2.159 1.449
*
```

Kohn-Sham gap   6.86 eV
Energy above the lowest of the compared OMol25 structures with the same formula, charge and spin   791.7 kJ/mol
Total energy   -19981.81826 eV
Lowest unoccupied orbital energy   -5.0336 eV

Population analysis type natural (NBO), resulting atomic charges in e: atom 1 (C): -0.03, atom 2 (C): -0.25, atom 3 (C): -0.25, atom 4 (C): -0.03, atom 5 (C): -0.04, atom 6 (C): -0.34, atom 7 (C): -0.06, atom 8 (C): -0.25, atom 9 (C): -0.37, atom 10 (C): -0.38, atom 11 (N): -0.46, atom 12 (Si): 0.84, atom 13 (H): 0.24, atom 14 (H): 0.25, atom 15 (H): 0.23, atom 16 (H): 0.26, atom 17 (H): 0.21, atom 18 (H): 0.13, atom 19 (H): 0.24, atom 20 (H): 0.22, atom 21 (H): 0.23, atom 22 (H): 0.23, atom 23 (H): 0.23, atom 24 (H): 0.21, atom 25 (H): 0.41, atom 26 (H): -0.12, atom 27 (H): -0.17, atom 28 (H): -0.17